Entry A
Formula: C22H23N5O2S
Source: the OMol25 dataset
Level of theory: wB97M-V/def2-TZVPD

For the LUMO energy, the calculation gives 0.5 eV. The molar mass is 421.53 g/mol. As for the total charge: 0. For the HOMO energy, the calculation gives -8.43 eV. The structure (SMILES) is Cc1ccc(Cc2c(C)nc3nc(SCC(=O)NCc4ccco4)nn3c2C)cc1.

CARTESIAN COORDINATES (ANGSTROEM)
C1 5.80 2.86 -0.20
C2 5.10 1.54 -0.11
C3 4.29 1.10 -1.16
C4 3.62 -0.11 -1.08
C5 3.74 -0.92 0.05
C6 2.99 -2.23 0.13
C7 1.51 -2.02 -0.03
C8 0.82 -2.37 -1.21
C9 1.50 -3.04 -2.37
N1 -0.47 -2.16 -1.37
C10 -1.15 -1.63 -0.38
N2 -2.43 -1.36 -0.28
C11 -2.56 -0.88 0.96
S1 -4.10 -0.40 1.59
C12 -4.98 -0.24 0.01
C13 -4.27 0.72 -0.96
O1 -4.31 0.56 -2.15
N3 -3.68 1.77 -0.35
C14 -2.68 2.59 -1.01
C15 -1.35 2.39 -0.36
C16 -0.91 2.73 0.88
C17 0.40 2.22 0.99
C18 0.66 1.60 -0.19
O2 -0.40 1.69 -1.01
N4 -1.44 -0.81 1.67
N5 -0.53 -1.29 0.83
C19 0.79 -1.46 1.02
C20 1.36 -1.05 2.33
C21 4.56 -0.49 1.08
C22 5.22 0.72 1.00
H1 6.28 2.97 -1.17
H2 6.55 2.96 0.58
H3 5.08 3.67 -0.09
H4 4.18 1.72 -2.04
H5 3.00 -0.42 -1.90
H6 3.20 -2.69 1.10
H7 3.36 -2.90 -0.65
H8 2.34 -2.45 -2.73
H9 1.87 -4.02 -2.07
H10 0.77 -3.16 -3.17
H11 -5.05 -1.22 -0.46
H12 -5.98 0.13 0.25
H13 -3.67 1.79 0.66
H14 -2.65 2.28 -2.06
H15 -2.98 3.64 -0.95
H16 -1.45 3.28 1.63
H17 1.06 2.31 1.83
H18 1.53 1.09 -0.56
H19 0.56 -0.63 2.94
H20 2.14 -0.30 2.19
H21 1.79 -1.90 2.84
H22 4.68 -1.10 1.96
H23 5.85 1.04 1.82

Electronic structure analysis, natural (NBO) charges in units of e: -0.630 -0.008 -0.199 -0.253 0.065 -0.463 -0.126 0.284 -0.657 -0.437 0.503 -0.518 0.177 0.272 -0.615 0.682 -0.603 -0.625 -0.276 0.275 -0.322 -0.304 0.068 -0.397 -0.343 -0.171 0.300 -0.680 -0.231 -0.215 0.220 0.215 0.223 0.213 0.213 0.221 0.233 0.218 0.225 0.250 0.267 0.248 0.403 0.258 0.210 0.226 0.226 0.214 0.263 0.246 0.233 0.208 0.211

Entry B
Formula: C22H23N5O2S
Source: the OMol25 dataset
Level of theory: wB97M-V/def2-TZVPD

For the LUMO energy, the calculation gives 0.2 eV. The molar mass is 421.53 g/mol. As for the total charge: 0. For the HOMO energy, the calculation gives -8.75 eV. The structure (SMILES) is O=C(NC1CCCCC1)[C@@H](c1ccccn1)N(C(=O)c1csnn1)c1ccccc1.

CARTESIAN COORDINATES (ANGSTROEM)
O1 0.77 1.02 -1.16
C1 -0.13 0.21 -1.14
N1 -0.47 -0.69 -2.05
C2 0.22 -1.10 -3.28
C3 0.31 0.02 -4.33
C4 1.49 0.96 -4.15
C5 2.79 0.18 -4.06
C6 2.72 -0.76 -2.86
C7 1.58 -1.76 -3.02
C8 -1.15 0.26 0.06
C9 -1.62 -1.08 0.58
C10 -1.63 -1.38 1.94
C11 -2.10 -2.62 2.35
C12 -2.57 -3.51 1.39
C13 -2.54 -3.12 0.07
N2 -2.09 -1.93 -0.32
N3 -0.61 1.11 1.10
C14 0.62 0.93 1.65
O2 1.06 1.65 2.53
C15 1.44 -0.21 1.17
C16 2.82 -0.19 1.24
S1 3.41 -1.66 0.62
N4 1.86 -2.20 0.34
N5 0.98 -1.37 0.66
C17 -1.40 2.22 1.50
C18 -0.85 3.49 1.58
C19 -1.64 4.56 1.97
C20 -2.98 4.37 2.28
C21 -3.53 3.10 2.19
C22 -2.75 2.03 1.80
H1 -1.21 -1.33 -1.74
H2 -0.44 -1.87 -3.69
H3 0.39 -0.46 -5.31
H4 -0.63 0.59 -4.32
H5 1.52 1.66 -4.99
H6 1.37 1.54 -3.23
H7 2.94 -0.41 -4.97
H8 3.63 0.86 -3.95
H9 3.66 -1.31 -2.74
H10 2.56 -0.16 -1.96
H11 1.80 -2.40 -3.88
H12 1.50 -2.39 -2.14
H13 -2.02 0.77 -0.36
H14 -1.26 -0.67 2.67
H15 -2.12 -2.88 3.40
H16 -2.94 -4.48 1.67
H17 -2.89 -3.76 -0.72
H18 3.45 0.60 1.60
H19 0.19 3.64 1.34
H20 -1.20 5.54 2.03
H21 -3.59 5.20 2.58
H22 -4.57 2.95 2.42
H23 -3.18 1.04 1.75

Electronic structure analysis, natural (NBO) charges in units of e: -0.659 0.714 -0.644 -0.035 -0.403 -0.414 -0.393 -0.415 -0.416 -0.181 0.270 -0.255 -0.148 -0.266 0.060 -0.492 -0.462 0.679 -0.598 -0.007 -0.385 0.647 -0.351 -0.206 0.237 -0.221 -0.189 -0.220 -0.204 -0.263 0.441 0.202 0.200 0.212 0.200 0.234 0.185 0.206 0.200 0.220 0.200 0.227 0.262 0.232 0.221 0.223 0.196 0.267 0.236 0.214 0.214 0.214 0.217

What should be chosen as the least stable of them? Choose entry B.

Entry A
Formula: H4OS2
Source: the OMol25 dataset
Level of theory: wB97M-V/def2-TZVPD

For the LUMO energy, the calculation gives 0.5 eV. The molar mass is 84.16 g/mol. As for the total charge: 0. For the HOMO energy, the calculation gives -9.35 eV. The structure (SMILES) is SS.O.

CARTESIAN COORDINATES (ANGSTROEM)
S1 -2.59 -0.45 0.78
S2 -2.03 -1.94 -0.49
H1 -1.36 0.02 1.09
H2 -1.82 -1.25 -1.64
O1 2.28 1.02 -0.07
H3 3.00 0.63 0.47
H4 2.51 1.97 -0.14

Electronic structure analysis, natural (NBO) charges in units of e: -0.126 -0.129 0.131 0.124 -0.942 0.471 0.471

Entry B
Formula: H4OS2
Source: the OMol25 dataset
Level of theory: wB97M-V/def2-TZVPD

For the LUMO energy, the calculation gives 0.1 eV. The molar mass is 84.16 g/mol. As for the total charge: 0. For the HOMO energy, the calculation gives -8.89 eV. The structure (SMILES) is SS.O.

CARTESIAN COORDINATES (ANGSTROEM)
S1 0.01 -0.84 1.02
S2 0.49 -0.67 -1.01
H1 1.18 -0.51 1.46
H2 -0.67 -1.18 -1.44
O1 -0.90 2.68 -0.06
H3 -1.34 1.82 -0.08
H4 -0.01 2.46 0.31

Electronic structure analysis, natural (NBO) charges in units of e: -0.134 -0.137 0.128 0.144 -0.937 0.468 0.467

What should be chosen as the least stable of them? Choose entry B.

Entry A
Formula: C2HN3O3
Source: the OMol25 dataset
Level of theory: wB97M-V/def2-TZVPD

For the LUMO energy, the calculation gives -1.6 eV. The molar mass is 115.05 g/mol. As for the total charge: 0. For the HOMO energy, the calculation gives -11.64 eV. The structure (SMILES) is O=[N+]([O-])c1cnon1.

CARTESIAN COORDINATES (ANGSTROEM)
O1 -2.15 0.84 -0.45
N1 -1.56 -0.23 -0.02
O2 -2.15 -1.23 0.48
C1 -0.17 -0.17 -0.30
C2 0.89 0.88 0.27
N2 2.04 0.27 0.22
O3 1.73 -0.99 -0.25
N3 0.45 -1.28 -0.38
H1 0.92 1.91 0.43

Electronic structure analysis, natural (NBO) charges in units of e: -0.361 0.450 -0.294 0.182 -0.027 -0.052 -0.137 -0.001 0.240

Entry B
Formula: C2HN3O3
Source: the OMol25 dataset
Level of theory: wB97M-V/def2-TZVPD

For the LUMO energy, the calculation gives -0.1 eV. The molar mass is 115.05 g/mol. As for the total charge: 0. For the HOMO energy, the calculation gives -11.60 eV. The structure (SMILES) is O=C=NC(=O)O.N#N.

CARTESIAN COORDINATES (ANGSTROEM)
O1 1.68 -0.02 -1.92
C1 0.51 -0.15 -1.44
N1 -0.69 -0.15 -0.89
C2 -0.61 -0.61 0.56
O2 0.27 -0.38 1.27
O3 -1.74 -1.54 0.97
H1 -2.42 -1.75 0.26
N2 1.20 1.91 0.28
N3 1.79 2.69 0.91

Electronic structure analysis, natural (NBO) charges in units of e: -0.468 0.919 -0.652 0.928 -0.503 -0.723 0.503 -0.023 0.018

Entry C
Formula: C2HN3O3
Source: the OMol25 dataset
Level of theory: wB97M-V/def2-TZVPD

For the LUMO energy, the calculation gives -1.4 eV. The molar mass is 115.05 g/mol. As for the total charge: 0. For the HOMO energy, the calculation gives -10.89 eV. The structure (SMILES) is O=c1nnnc(O)o1.

CARTESIAN COORDINATES (ANGSTROEM)
O1 2.37 -0.92 0.19
C1 1.40 -0.22 -0.02
N1 1.41 1.23 -0.13
N2 0.30 1.88 -0.11
N3 -0.91 1.17 0.37
C2 -0.85 -0.08 0.13
O2 -2.06 -0.63 -0.05
O3 0.24 -0.89 -0.05
H1 -1.90 -1.53 -0.34

Electronic structure analysis, natural (NBO) charges in units of e: -0.500 0.795 -0.236 0.113 -0.391 0.784 -0.602 -0.457 0.493

What should be chosen as the least stable of them? Choose entry A.

Entry A
Formula: C4H8NO2
Source: the OMol25 dataset
Level of theory: wB97M-V/def2-TZVPD

For the LUMO energy, the calculation gives 3.6 eV. The molar mass is 102.11 g/mol. As for the total charge: -1. For the HOMO energy, the calculation gives -2.89 eV.

CARTESIAN COORDINATES (ANGSTROEM)
C1 -0.43 0.76 0.70
C2 -1.49 0.20 -0.18
C3 -2.59 -0.50 0.18
O1 -3.55 -0.81 -0.60
N1 0.89 0.72 -0.01
C4 1.44 -0.71 -0.07
O2 2.50 -1.42 -0.53
H1 -0.41 0.04 1.57
H2 -0.65 1.74 1.19
H3 3.20 1.22 -1.17
H4 -1.46 0.44 -1.25
H5 -2.56 -1.01 1.24
H6 0.73 -0.11 -0.93
H7 3.58 0.79 -0.68
H8 0.80 -1.34 0.54

Electronic structure analysis, natural (NBO) charges in units of e: -0.267 -0.569 0.276 -0.779 -0.451 0.321 -0.636 0.165 0.198 -0.012 0.184 0.047 0.377 0.009 0.136

Entry B
Formula: C4H8NO2
Source: the OMol25 dataset
Level of theory: wB97M-V/def2-TZVPD

For the LUMO energy, the calculation gives 3.9 eV. The molar mass is 102.11 g/mol. As for the total charge: -1. For the HOMO energy, the calculation gives -3.83 eV. The structure (SMILES) is NCCCC(=O)[O-].

CARTESIAN COORDINATES (ANGSTROEM)
N1 -1.05 0.04 -2.39
C1 -1.06 -0.45 -1.00
C2 -0.41 0.27 0.28
C3 1.09 0.05 0.69
C4 1.25 -0.06 2.26
O1 0.21 -0.12 2.93
O2 2.47 -0.20 2.53
H1 -0.12 0.00 -2.79
H2 -1.19 1.03 -2.58
H3 -0.64 -1.44 -1.06
H4 -2.13 -0.50 -0.74
H5 -0.63 1.34 0.18
H6 -0.98 -0.12 1.10
H7 1.63 -0.81 0.25
H8 1.56 0.98 0.34

Electronic structure analysis, natural (NBO) charges in units of e: -0.851 -0.210 -0.425 -0.544 0.775 -0.772 -0.795 0.337 0.339 0.178 0.167 0.171 0.239 0.200 0.190

What should be chosen as the least stable of them? Choose entry A.